This record from the OMol25 dataset describes a structure of composition C24H25BrN4O2SiSr. The level of theory is ωB97M-V/def2-TZVPD.

XYZ file:
```
58
C24H25BrN4O2SiSr | the OMol25 dataset | ωB97M-V/def2-TZVPD
Sr -0.561 0.594 0.306
Br -5.771 -1.764 -2.776
Si -3.638 3.131 0.563
O 1.074 -1.012 -0.669
O 0.641 -1.238 1.509
N 0.253 3.024 -0.061
N 0.193 -3.933 0.302
N -1.989 2.733 0.323
N -2.573 -1.214 -0.274
C -4.537 1.533 0.989
C 0.997 -1.694 0.387
C 0.016 5.737 -0.414
C -3.935 4.316 1.993
C 2.652 3.027 -0.439
C -0.786 -6.108 0.191
C -0.985 3.588 0.048
C 2.579 -3.674 0.180
C -4.457 3.834 -0.979
C -2.829 -2.049 0.739
C -3.972 -2.826 0.790
C 0.618 -8.060 -0.008
C 1.260 -3.179 0.288
C 0.360 -5.279 0.197
C -4.877 -2.759 -0.256
C -0.659 -7.463 0.091
C 2.763 -5.019 0.092
C 1.269 5.124 -0.515
C 1.340 3.758 -0.336
C -1.102 4.994 -0.141
C 1.741 -7.284 -0.006
C 1.639 -5.877 0.094
C -4.591 -1.911 -1.312
C -3.435 -1.151 -1.286
H 3.133 3.244 -1.393
H -4.151 -3.479 1.633
H -2.077 5.455 -0.073
H -1.540 -8.093 0.086
H 3.333 3.339 0.354
H 2.498 1.952 -0.365
H 0.699 -9.136 -0.086
H -5.525 3.990 -0.806
H -2.082 -2.101 1.523
H -5.580 1.733 1.245
H -3.476 5.292 1.827
H 3.755 -5.448 0.014
H -4.023 4.791 -1.274
H -3.207 -0.467 -2.094
H 2.162 5.694 -0.735
H -4.349 3.147 -1.821
H -3.524 3.910 2.920
H 2.724 -7.732 -0.083
H -5.007 4.474 2.142
H 3.408 -2.980 0.167
H -1.755 -5.630 0.265
H -5.783 -3.349 -0.256
H -4.530 0.837 0.147
H -4.073 1.040 1.849
H -0.072 6.808 -0.557
```

Output
HOMO-LUMO gap (eV): 7.30
Strongest force on any atom (eV/A): 0.379
Electronic energy (a.u.): -4193.4946
Energy relative to the best compared isomer or geometry (same formula, charge and spin) (kcal/mol): 5.0
2S+1: 1
HOMO (eV): -7.23

This record from the OMol25 dataset describes a structure of composition C24H25Cl2MoN4O2S2. The level of theory is ωB97M-V/def2-TZVPD.

XYZ file:
```
60
C24H25Cl2MoN4O2S2 | the OMol25 dataset | ωB97M-V/def2-TZVPD
Mo -0.689 -0.723 0.077
Cl 4.186 0.104 -0.999
Cl 3.821 -2.687 -0.208
S -2.639 -2.001 0.247
S -0.569 -1.400 2.248
O 1.386 -0.990 -0.050
O 2.171 -0.104 1.871
N -0.104 0.297 -1.920
N -2.359 0.666 -0.506
N -0.256 -2.373 -1.393
N -0.098 1.330 0.728
C 0.645 1.533 -1.593
C -1.802 -2.507 2.700
C 0.310 2.146 -0.259
C -3.247 1.127 0.385
C -1.776 -3.098 4.081
C -0.419 -3.674 -1.115
C -1.348 0.582 -2.657
C -4.173 2.639 -1.207
C 0.350 -2.045 -2.542
C -2.753 -2.782 1.772
C -2.362 1.183 -1.739
C -0.229 1.838 1.961
C 0.011 3.167 2.251
C -3.897 -3.727 1.997
C 0.725 -2.995 -3.476
C -0.039 -4.679 -1.982
C -4.166 2.109 0.074
C 0.554 3.491 -0.044
C 0.399 4.014 1.228
C 2.303 -0.652 0.801
C 0.732 -0.608 -2.737
C -3.252 2.168 -2.127
C 0.526 -4.335 -3.198
C 3.720 -1.009 0.323
H 0.678 -0.329 -3.794
H 0.531 2.273 -2.391
H -1.735 -0.369 -3.033
H -1.151 1.233 -3.516
H -4.301 -3.617 3.004
H -0.973 -2.664 4.674
H -0.870 -3.904 -0.161
H -0.194 -5.709 -1.699
H -4.863 2.445 0.829
H 0.878 4.113 -0.868
H 1.767 -0.510 -2.414
H 0.818 -5.095 -3.909
H -3.569 -4.764 1.889
H -0.105 3.518 3.266
H -2.719 -2.923 4.602
H -4.698 -3.554 1.281
H -4.882 3.408 -1.482
H -0.527 1.144 2.731
H -1.619 -4.178 4.041
H -3.210 0.674 1.367
H 0.588 5.062 1.417
H 1.188 -2.678 -4.401
H 4.429 -0.854 1.127
H -3.219 2.555 -3.137
H 1.701 1.265 -1.544
```

Output
HOMO-LUMO gap (alpha / beta) (eV): 7.13 / 7.13
Strongest force on any atom (eV/A): 0.113
Electronic energy (a.u.): -3083.9520
Total charge: +1
Energy relative to the best compared isomer or geometry (same formula, charge and spin) (kcal/mol): 0.0
2S+1: 1
HOMO (alpha / beta) (eV): -10.31 / -10.32

This record from the OMol25 dataset describes a structure of composition C24H25ClFeO4 in a non-equilibrium geometry. The level of theory is ωB97M-V/def2-TZVPD.

XYZ file:
```
55
C24H25ClFeO4 | the OMol25 dataset | ωB97M-V/def2-TZVPD
Fe -3.338 1.665 -1.185
Cl 0.583 0.296 0.557
O 2.752 -2.666 1.966
O 2.127 -1.972 -0.107
O 0.590 0.581 3.391
O 1.874 -1.204 3.970
C -2.225 0.030 -1.863
C 2.887 0.304 -3.390
C -4.448 0.486 -2.490
C 3.318 -3.740 1.260
C -2.217 1.125 -2.900
C -2.367 3.155 -0.106
C 1.311 2.094 -3.570
C -4.565 3.349 -0.912
C 1.256 -0.391 3.053
C 1.562 -0.816 5.285
C 2.110 -1.811 1.108
C -1.124 1.683 -3.537
C 0.543 -0.161 -3.294
C -3.668 1.385 -3.227
C 2.614 1.650 -3.534
C 2.284 -1.682 6.294
C -3.549 -0.354 -1.641
C 0.243 1.200 -3.439
C 1.849 -0.599 -3.274
C -3.239 2.406 0.779
C 1.388 -0.703 1.659
C -3.187 3.736 -1.155
C 4.080 -4.658 2.188
C -4.595 2.528 0.283
H -3.874 -1.130 -0.943
H 0.470 -0.886 5.390
H -1.300 2.522 -4.189
H -1.283 3.231 -0.018
H 4.919 -4.127 2.640
H -5.498 2.144 0.766
H -2.938 1.873 1.682
H 1.835 0.245 5.386
H 1.994 -1.456 7.320
H 3.423 2.356 -3.623
H -5.538 0.422 -2.513
H 2.071 -2.735 6.107
H 2.067 -1.649 -3.169
H 3.966 -3.312 0.482
H 4.463 -5.540 1.675
H -2.833 4.304 -2.018
H 3.434 -4.993 3.001
H -5.431 3.624 -1.518
H -4.049 2.124 -3.937
H 3.363 -1.550 6.203
H 1.096 3.140 -3.699
H 2.492 -4.259 0.752
H 3.908 -0.041 -3.365
H -0.259 -0.878 -3.248
H -1.347 -0.348 -1.331
```

Output
HOMO-LUMO gap (alpha / beta) (eV): 3.36 / 4.81
Expectation value of S²: 6.084
Strongest force on any atom (eV/A): 3.265
Electronic energy (a.u.): -2954.2605
Total charge: -2
Energy relative to the best compared isomer or geometry (same formula, charge and spin) (kcal/mol): 0.0
2S+1: 5
HOMO (alpha / beta) (eV): 1.32 / -0.13

This record from the OMol25 dataset describes the molecule C24H25ClN2O5S in a non-equilibrium geometry. The level of theory is ωB97M-V/def2-TZVPD.

XYZ file:
```
58
C24H25ClN2O5S | the OMol25 dataset | ωB97M-V/def2-TZVPD
Cl -2.144 -3.596 1.393
S 1.897 0.227 1.216
O 1.479 -0.735 2.189
O -0.189 2.754 -2.231
O 1.962 1.599 1.639
O -3.739 -2.804 -0.850
O -1.439 1.397 2.190
N -0.243 2.674 0.034
N 0.950 0.155 -0.177
C -4.658 1.241 -0.415
C -1.728 -2.344 0.283
C -2.225 -1.059 -1.650
C -1.059 -0.338 -1.464
C 7.239 -1.536 -1.010
C -0.213 -0.597 -0.387
C 0.204 2.306 -1.172
C -1.322 0.505 3.275
C -2.614 2.263 0.351
C -1.531 3.308 0.218
C 5.920 -1.078 -0.472
C -3.509 0.328 1.485
C -3.675 2.211 -0.533
C -0.554 -1.644 0.470
C -2.601 -2.066 -0.772
C -4.571 0.305 0.597
C 4.813 -1.924 -0.516
C 4.565 0.596 0.613
C 3.483 -0.260 0.556
C 5.781 0.183 0.097
C -4.643 -2.520 -1.890
C 3.595 -1.519 -0.003
C -2.522 1.298 1.368
C 1.293 1.217 -1.101
H -3.458 -0.418 2.262
H -4.992 -1.484 -1.844
H 4.912 -2.906 -0.954
H 7.105 -2.129 -1.911
H -1.485 3.924 1.120
H -1.724 3.938 -0.652
H -1.282 -0.534 2.940
H -2.145 0.637 3.985
H -4.199 -2.712 -2.872
H -0.376 0.753 3.754
H 0.080 -1.899 1.300
H -5.330 -0.456 0.706
H -2.848 -0.808 -2.492
H 2.730 -2.164 -0.027
H -5.484 -3.195 -1.737
H 7.885 -0.691 -1.232
H 6.632 0.847 0.137
H -5.486 1.224 -1.108
H 0.175 2.261 0.858
H -3.733 2.945 -1.323
H 1.457 0.814 -2.106
H 4.439 1.569 1.062
H -0.837 0.433 -2.179
H 2.222 1.666 -0.748
H 7.740 -2.161 -0.271
```

Output
HOMO-LUMO gap (eV): 8.40
Strongest force on any atom (eV/A): 1.449
Electronic energy (a.u.): -2273.6448
Energy relative to the best compared isomer or geometry (same formula, charge and spin) (kcal/mol): 18.2
SMILES string: COc1ccc(N(CC(=O)NCc2ccccc2OC)S(=O)(=O)c2ccc(C)cc2)cc1Cl
2S+1: 1
HOMO (eV): -7.91

This record from the OMol25 dataset describes a structure of composition C24H25F3NO3Ti in a non-equilibrium geometry. The level of theory is ωB97M-V/def2-TZVPD.

XYZ file:
```
57
C24H25F3NO3Ti | the OMol25 dataset | ωB97M-V/def2-TZVPD
Ti -0.453 -0.038 1.614
F -2.270 3.446 4.978
F -0.214 2.678 5.251
F -1.938 1.366 5.579
O -1.079 0.716 3.228
O -1.326 1.075 0.466
O -1.407 2.853 2.441
N -1.476 1.828 -1.693
C 0.076 -2.817 0.950
C -1.874 -1.796 1.711
C -1.344 2.007 3.305
C -0.545 -0.463 -1.030
C -1.453 -1.699 -0.865
C -1.473 2.375 4.802
C 0.679 0.446 -3.431
C 0.761 1.719 -2.827
C -2.957 -1.427 -1.046
C 2.093 -0.304 2.647
C 2.024 2.271 -2.579
C 1.469 1.194 0.988
C 3.179 1.565 -2.946
C 2.399 -0.896 1.394
C 1.836 -0.331 -3.631
C 1.564 1.014 2.412
C -0.999 -2.698 -1.945
C 0.138 -2.762 2.364
C -1.053 -2.160 2.847
C 2.079 0.040 0.383
C -1.135 -2.163 0.533
C -0.496 2.540 -2.554
C 3.078 0.276 -3.475
C -1.193 0.872 -0.808
H 0.084 -2.874 -1.936
H 3.963 -0.224 -3.833
H 1.727 -1.361 -3.960
H 0.338 -0.583 -0.330
H -1.499 -3.672 -1.840
H 2.266 -0.089 -0.674
H -2.409 2.235 -1.650
H 2.083 3.268 -2.108
H 2.288 -0.719 3.640
H -1.397 -2.175 3.896
H -1.262 -2.280 -2.935
H -0.317 0.044 -3.668
H -0.244 3.463 -1.987
H 4.143 2.069 -2.846
H 2.859 -1.873 1.227
H -2.933 -1.570 1.733
H 0.788 -3.337 0.303
H 1.268 2.147 0.494
H -0.942 2.854 -3.517
H 0.002 -0.573 -1.965
H 0.944 -3.155 2.999
H -3.312 -0.674 -0.324
H -3.490 -2.375 -0.848
H -3.158 -1.099 -2.084
H 1.519 1.828 3.149
```

Output
HOMO-LUMO gap (alpha / beta) (eV): 6.74 / 6.92
Expectation value of S²: 0.761
Strongest force on any atom (eV/A): 5.351
Electronic energy (a.u.): -2359.0409
Energy relative to the best compared isomer or geometry (same formula, charge and spin) (kcal/mol): 0.0
2S+1: 2
HOMO (alpha / beta) (eV): -7.19 / -7.35

This record from the OMol25 dataset describes a cluster of 2 separate species, C24H25N2O2 in total in a non-equilibrium geometry. The level of theory is ωB97M-V/def2-TZVPD.

XYZ file:
```
53
C24H25N2O2 | the OMol25 dataset | ωB97M-V/def2-TZVPD
O -0.575 -5.453 0.008
O 1.293 3.447 4.460
N -3.588 -1.994 4.592
N -3.760 -2.038 6.822
C -0.864 2.553 4.068
C -1.122 0.380 2.973
C -0.847 -4.316 0.698
C -3.947 -1.336 5.674
C -5.112 2.053 6.858
C -2.134 -3.747 0.508
C -2.484 -2.601 1.176
C -1.567 -1.933 2.044
C 0.249 0.460 2.578
C 0.541 2.495 3.851
C -1.949 -0.732 2.691
C -0.295 -2.540 2.253
C -5.733 1.749 4.530
C -5.137 0.489 4.540
C 2.728 3.306 4.453
C 0.742 -6.029 0.131
C -4.524 0.011 5.706
C -3.254 -3.361 5.006
C 1.078 1.460 3.042
C -5.711 2.541 5.687
C -3.315 -3.385 6.539
C 0.071 -3.692 1.581
C -4.511 0.793 6.875
C -1.660 1.514 3.661
H -5.140 -0.152 3.657
H 1.067 -4.115 1.737
H 0.403 -2.091 2.958
H -3.007 -0.628 2.931
H -2.329 -3.597 6.964
H -1.265 3.410 4.604
H -3.475 -2.164 1.040
H -4.027 0.424 7.779
H -6.216 2.102 3.619
H -4.105 -1.743 7.726
H 0.985 -6.273 1.175
H -5.115 2.659 7.761
H 2.150 1.429 2.821
H 3.068 4.166 5.030
H -2.728 1.533 3.869
H -4.050 -4.108 6.905
H 0.664 -0.300 1.919
H -2.264 -3.650 4.624
H -4.015 -4.055 4.609
H -2.825 -4.257 -0.158
H 1.503 -5.354 -0.284
H 3.044 2.372 4.940
H -6.160 3.534 5.670
H 3.122 3.351 3.427
H 0.685 -6.940 -0.463
```

Output
HOMO-LUMO gap (eV): 6.14
Strongest force on any atom (eV/A): 2.002
Electronic energy (a.u.): -1189.2655
Total charge: +1
2S+1: 1
HOMO (eV): -10.76